w.
# C3H14N2O3

4 unconnected molecules or ions with the total composition C3H14N2O3 (ωB97M-V/def2-TZVPD, the OMol25 dataset).

Calculated values
SMILES string   C/C(N)=C/N.O.O.O
LUMO energy   0.01616 Eh
Frontier orbital gap   0.3055 hartree
Molecular weight   126.2 g/mol

Geometry as XYZ:
```
22
Properties=species:S:1:pos:R:3:nbo_charge:R:1
C -0.88 -1.84 1.47 -0.641
C -0.54 -0.74 0.47 0.192
C -1.34 -0.66 -0.60 -0.174
N -1.06 0.39 -1.56 -0.889
N 0.69 -0.14 0.58 -0.855
H -1.44 -1.44 2.32 0.223
H -1.50 -2.61 1.03 0.227
H 0.06 -2.13 1.88 0.209
H -2.28 -1.18 -0.70 0.189
H -1.83 0.78 -2.06 0.371
H -0.35 0.07 -2.19 0.351
H 1.08 0.03 1.49 0.383
H 0.81 0.65 -0.05 0.409
H 0.69 2.26 -2.12 0.475
H 1.78 1.32 -2.40 0.464
O 1.55 2.01 -1.77 -0.933
H -1.92 1.71 1.20 0.475
H -1.12 2.42 2.27 0.466
O -1.81 1.76 2.15 -0.940
H 2.58 -0.69 -0.91 0.465
H 3.41 -0.89 0.23 0.462
O 3.44 -1.08 -0.72 -0.930
```

=====

x.
# C3H14N2O3

4 unconnected molecules or ions with the total composition C3H14N2O3 (ωB97M-V/def2-TZVPD, the OMol25 dataset).

Calculated values
SMILES string   [H]/N=C/NCC.O.O.O
LUMO energy   0.02391 Eh
Frontier orbital gap   0.3758 hartree
Molecular weight   126.2 g/mol

Geometry as XYZ:
```
22
Properties=species:S:1:pos:R:3:nbo_charge:R:1
C 0.85 2.08 1.55 -0.630
C 0.16 1.48 0.34 -0.218
N 1.12 0.90 -0.62 -0.666
C 1.52 -0.42 -0.30 0.271
N 2.73 -0.72 -0.15 -0.685
H 1.29 1.30 2.17 0.220
H 0.14 2.57 2.24 0.214
H 1.54 2.87 1.29 0.208
H -0.43 0.64 0.66 0.188
H -0.49 2.21 -0.15 0.195
H 1.96 1.44 -0.78 0.383
H 0.65 -1.07 -0.32 0.170
H 2.89 -1.71 -0.05 0.350
H -0.87 -1.01 -2.80 0.480
H -0.48 0.27 -2.01 0.498
O -1.23 -0.26 -2.31 -0.972
H -2.03 -1.21 -0.85 0.498
H -3.49 -1.66 -1.22 0.476
O -2.77 -1.79 -0.60 -0.991
H -1.33 -1.26 1.36 0.474
H -1.12 -2.75 1.20 0.485
O -0.63 -1.92 1.35 -0.951
```

=====

Stability, highest: x

=====

w.
# C4H7ClS

C4H7ClS in the gas phase (ωB97M-V/def2-TZVPD, the OMol25 dataset).

Calculated values
SMILES string   CSC/C=C\Cl
LUMO energy   0.03248 Eh
Frontier orbital gap   0.3497 hartree
Molecular weight   122.6 g/mol

Geometry as XYZ:
```
13
Properties=species:S:1:pos:R:3:nbo_charge:R:1
C -0.86 1.52 0.17 -0.741
C -0.49 -1.02 -0.89 -0.589
C 0.38 -1.12 0.31 -0.191
C 1.52 -0.49 0.56 -0.316
H -0.76 2.15 -0.77 0.224
H -1.65 1.98 0.95 0.237
H 0.13 1.26 0.61 0.234
H -0.62 -2.10 -1.24 0.255
H 0.12 -0.45 -1.50 0.218
H -0.04 -1.78 1.10 0.217
H 2.01 -0.46 1.70 0.245
S -1.87 0.03 -0.35 0.186
Cl 2.13 0.48 -0.64 0.022
```

=====

x.
# C4H7ClS

C4H7ClS in the gas phase (ωB97M-V/def2-TZVPD, the OMol25 dataset).

Calculated values
SMILES string   C[C@@]1(Cl)C[C@@H]1S
LUMO energy   0.02830 Eh
Frontier orbital gap   0.3702 hartree
Molecular weight   122.6 g/mol

Geometry as XYZ:
```
13
Properties=species:S:1:pos:R:3:nbo_charge:R:1
C 1.52 0.77 -1.41 -0.637
C 0.44 0.57 -0.34 -0.064
C -0.79 1.45 -0.50 -0.410
C -0.85 -0.14 -0.68 -0.366
H 2.36 -0.05 -1.42 0.231
H 2.02 1.82 -1.36 0.228
H 1.22 0.58 -2.44 0.220
H -0.73 2.28 -1.26 0.238
H -1.36 1.63 0.32 0.223
H -0.86 -0.34 -1.73 0.213
H -0.59 -2.24 0.27 0.141
S -1.65 -1.39 0.35 0.014
Cl 1.32 0.15 1.15 -0.031
```

=====

Stability, highest: x

=====

w.
# C6H7NO2S2

C6H7NO2S2 in the gas phase (ωB97M-V/def2-TZVPD, the OMol25 dataset).

Calculated values
SMILES string   N#CC1(C(=O)O)SCCCS1
LUMO energy   0.00141 Eh
Frontier orbital gap   0.3590 hartree
Molecular weight   189.3 g/mol

Geometry as XYZ:
```
18
Properties=species:S:1:pos:R:3:nbo_charge:R:1
C 0.85 -0.71 -1.29 0.761
C -0.43 -0.04 -0.62 -0.478
C 0.22 1.50 1.71 -0.597
C 1.26 0.31 2.06 -0.417
C 0.44 -1.01 1.95 -0.587
C -1.58 0.09 -1.52 0.237
H 1.53 0.97 -1.05 0.472
H -0.74 1.36 2.29 0.240
H 0.56 2.46 2.16 0.261
H 2.15 0.21 1.40 0.220
H 1.75 0.33 3.00 0.228
H -0.01 -1.13 3.00 0.245
H 1.29 -1.78 1.78 0.236
N -2.53 0.19 -2.23 -0.243
O 1.88 0.15 -1.43 -0.661
O 1.00 -1.90 -1.56 -0.536
S -0.06 1.72 -0.02 0.290
S -0.96 -1.13 0.85 0.328
```

=====

x.
# C6H7NO2S2

A molecular structure, C6H7NO2S2 (ωB97M-V/def2-TZVPD, the OMol25 dataset).

Calculated values
LUMO energy   -0.02629 Eh
Frontier orbital gap   0.2436 hartree
Molecular weight   189.3 g/mol

Geometry as XYZ:
```
18
Properties=species:S:1:pos:R:3:nbo_charge:R:1
C 2.01 -1.13 0.42 -0.368
C 1.77 0.14 1.03 -0.387
C 0.83 -1.79 0.30 0.388
C 0.41 0.14 1.32 0.392
C -2.81 0.13 -0.02 -0.272
C -1.95 1.04 -0.85 -0.708
N -0.14 -0.96 0.79 -0.474
O 0.44 -3.05 -0.07 -0.672
O -0.38 1.16 1.77 -0.696
S -4.39 0.29 0.28 0.064
S -2.23 -1.06 1.11 0.541
H 2.93 -1.49 0.16 0.211
H 2.57 0.86 1.19 0.225
H -0.87 0.81 -0.49 0.264
H -2.29 2.10 -0.82 0.258
H -2.15 0.81 -1.87 0.250
H 1.13 -3.43 -0.68 0.490
H -0.02 1.75 2.34 0.493
```

=====

Stability, highest: w

=====

w.
# C3H7N2O2

2 unconnected molecules or ions with the total composition C3H7N2O2 (ωB97M-V/def2-TZVPD, the OMol25 dataset).

Calculated values
Net charge   +1
LUMO energy (spin up / spin down)   -0.24563 / -0.22753 Eh
Frontier orbital gap (spin up / spin down)   0.2593 / 0.2967 hartree
Molecular weight   103.1 g/mol

Geometry as XYZ:
```
14
Properties=species:S:1:pos:R:3:nbo_charge:R:1
C -0.70 1.62 -0.67 -0.701
C 1.03 -1.46 0.78 -0.435
C -0.53 0.39 0.17 0.210
N 3.36 1.52 0.90 0.470
N 0.65 -0.28 0.11 0.035
O 3.09 1.18 -0.11 0.102
O 1.52 0.31 -0.68 -0.436
H -1.75 2.11 -0.47 0.265
H -0.55 1.53 -1.74 0.283
H 0.08 2.35 -0.31 0.258
H 1.37 -2.28 0.18 0.258
H 0.30 -1.83 1.46 0.243
H 1.99 -1.11 1.16 0.217
H -1.17 -0.10 0.91 0.229
```

=====

x.
# C3H7N2O2

A gas-phase ion, C3H7N2O2 (charge +1) (ωB97M-V/def2-TZVPD, the OMol25 dataset).

Calculated values
SMILES string   [NH3+][C@@H]1NC(=O)CO1
Net charge   +1
LUMO energy   -0.15097 Eh
Frontier orbital gap   0.3737 hartree
Molecular weight   103.1 g/mol

Geometry as XYZ:
```
14
Properties=species:S:1:pos:R:3:nbo_charge:R:1
C 1.72 0.20 0.17 0.636
C 0.99 -0.92 -0.56 -0.185
C -0.68 -0.27 0.61 0.423
N 0.67 0.95 0.76 -0.709
N -1.61 0.42 -0.38 -0.723
O 2.86 0.53 0.08 -0.476
O -0.12 -1.34 0.18 -0.441
H 0.67 -0.55 -1.47 0.188
H 1.52 -1.86 -0.67 0.259
H -1.11 -0.40 1.58 0.227
H 0.64 1.62 1.53 0.435
H -1.02 0.90 -1.05 0.463
H -2.32 1.03 -0.03 0.457
H -2.21 -0.29 -0.76 0.447
```

=====

Stability, highest: x

=====

w.
# C3H7N2O2

A gas-phase ion, C3H7N2O2 (charge +1) (ωB97M-V/def2-TZVPD, the OMol25 dataset).

Calculated values
SMILES string   CC(=O)O/[NH+]=C/N
Net charge   +1
LUMO energy   -0.12547 Eh
Frontier orbital gap   0.3990 hartree
Molecular weight   103.1 g/mol

Geometry as XYZ:
```
14
Properties=species:S:1:pos:R:3:nbo_charge:R:1
C 1.73 -0.21 -0.28 0.359
C -1.59 -0.38 0.05 0.856
C -2.78 0.38 -0.21 -0.765
N 3.00 -0.38 -0.02 -0.718
N 0.90 0.35 0.55 -0.202
O -1.24 -1.48 0.16 -0.442
O -0.34 0.74 0.22 -0.461
H 1.33 -0.56 -1.23 0.242
H -2.85 1.23 0.47 0.287
H -3.64 -0.28 -0.10 0.283
H -2.75 0.77 -1.23 0.290
H 3.61 -0.84 -0.68 0.443
H 3.42 -0.03 0.83 0.424
H 1.20 0.69 1.46 0.405
```

=====

x.
# C3H7N2O2

A molecular structure, C3H7N2O2 (ωB97M-V/def2-TZVPD, the OMol25 dataset).

Calculated values
Net charge   +1
LUMO energy   -0.19948 Eh
Frontier orbital gap   0.3638 hartree
Molecular weight   103.1 g/mol

Geometry as XYZ:
```
14
Properties=species:S:1:pos:R:3:nbo_charge:R:1
C 2.84 1.19 -0.61 -0.396
C 1.93 0.95 0.28 0.062
C -2.27 -0.82 0.74 -0.303
N -0.87 0.67 -0.19 -0.070
N 0.33 -0.03 -0.26 0.313
O 0.38 -1.24 -0.40 -0.227
O -2.06 0.13 -0.27 -0.276
H 3.81 1.69 -0.23 0.309
H 3.00 1.01 -1.68 0.299
H 1.73 0.94 1.29 0.238
H -1.50 -1.43 1.02 0.201
H -3.14 -1.43 0.45 0.239
H -2.70 -0.39 1.67 0.199
H -0.79 1.58 0.28 0.411
```

=====

Stability, highest: w

=====

w.
# C3H7N2O2

A gas-phase ion, C3H7N2O2 (charge +1) (ωB97M-V/def2-TZVPD, the OMol25 dataset).

Calculated values
SMILES string   CN1CCO[N+]1=O
Net charge   +1
LUMO energy (spin up / spin down)   -0.21010 / -0.21009 Eh
Frontier orbital gap (spin up / spin down)   0.3528 / 0.3528 hartree
Molecular weight   103.1 g/mol

Geometry as XYZ:
```
14
Properties=species:S:1:pos:R:3:nbo_charge:R:1
C 0.75 -0.06 0.82 -0.260
C 0.14 -1.42 1.17 -0.098
C -0.03 1.53 -1.12 -0.465
N 0.12 0.30 -0.45 -0.189
N -1.00 -0.67 -0.63 0.633
O -1.78 -0.66 -1.51 -0.167
O -0.95 -1.63 0.25 -0.212
H 0.52 0.77 1.52 0.239
H 1.85 -0.23 0.59 0.261
H 0.76 -2.28 1.05 0.242
H -0.25 -1.28 2.16 0.240
H 0.89 2.14 -0.83 0.270
H -0.10 1.38 -2.28 0.270
H -0.92 2.10 -0.75 0.236
```

=====

x.
# C3H7N2O2

2 unconnected molecules or ions with the total composition C3H7N2O2 (ωB97M-V/def2-TZVPD, the OMol25 dataset).

Calculated values
Net charge   +1
LUMO energy (spin up / spin down)   -0.14977 / -0.13570 Eh
Frontier orbital gap (spin up / spin down)   0.3018 / 0.3284 hartree
Molecular weight   103.1 g/mol

Geometry as XYZ:
```
14
Properties=species:S:1:pos:R:3:nbo_charge:R:1
C -0.35 2.46 0.01 0.882
C -1.18 -0.56 2.07 0.030
C -0.23 -0.22 0.00 0.058
N 0.58 2.34 -0.71 -0.864
N 1.11 -0.27 -0.60 -0.705
O -1.12 2.36 0.87 -0.469
O -0.23 -0.31 1.27 -0.332
H -0.90 -0.50 3.10 0.194
H -2.24 -0.70 1.80 0.193
H -1.03 -0.69 -0.66 0.193
H 0.69 2.87 -1.63 0.452
H 1.54 -1.17 -0.56 0.432
H 1.60 0.42 -0.02 0.466
H 0.98 0.12 -1.57 0.470
```

=====

Stability, highest: x